[1]
ORCA calculation (ωB97M-V with the def2-TZVPD basis set) on a molecular structure, C19H41B4NO12S4.

Properties
energy: -92480.8439 eV
LUMO level: 0.40 eV

Structure (ORCA input):
```
! RIJCOSX wB97M-V def2-TZVPD def2/J DEFGRID3
* xyz 0 1
C 7.707 1.917 -4.094
H -0.096 1.546 2.417
B -0.884 1.290 -2.370
O -2.686 1.461 1.804
C -8.110 -2.828 1.168
H 4.822 -2.997 0.900
O -0.546 2.595 -2.043
H 6.441 2.486 -2.390
H 0.617 3.468 4.248
H -4.414 -1.435 -1.018
C -7.836 -4.486 -0.911
S -8.916 -4.297 0.506
C 7.912 0.533 -4.725
C -1.521 3.922 4.361
H -8.017 -2.452 -1.608
H 7.660 2.702 -4.847
H -8.841 -2.022 1.145
B -3.071 1.603 -1.985
H 7.189 0.380 -5.528
H -3.670 3.487 4.087
S 3.635 0.066 2.382
H -0.122 3.903 2.713
H 1.199 1.018 -0.442
C -0.559 1.882 3.342
H 4.324 -3.304 3.452
O 2.313 0.616 2.182
H -1.493 5.008 4.424
H -1.577 3.527 5.377
H -2.807 3.975 2.604
C -7.265 -3.090 -1.140
O -2.865 2.929 -1.616
H -6.397 -3.116 -1.795
C 6.409 1.862 -3.280
C 7.667 -0.477 -3.608
H -8.416 -4.873 -1.745
H 3.183 -1.198 0.456
S 6.216 0.149 -2.764
C 3.851 -2.562 2.810
O 5.045 -0.395 -3.402
H 3.266 1.072 -1.668
H 8.547 2.145 -3.435
N -4.586 -0.715 -1.714
O -2.153 1.094 -2.919
C -2.724 3.446 3.553
C 3.554 -1.274 3.587
C 2.549 0.271 -1.828
H -6.029 -3.059 0.633
H 4.308 -1.069 4.345
H 2.918 -2.992 2.443
C -0.283 3.359 3.646
H 8.910 0.422 -5.146
B -4.207 0.566 -1.199
H 7.461 -1.486 -3.958
H 2.933 -0.646 -2.256
C 0.024 0.064 -2.021
C 1.310 0.475 -1.380
H 0.153 -0.563 -2.909
H -7.058 -5.197 -0.632
H -4.084 -0.980 -2.554
O 6.395 0.043 -1.337
H 4.770 -0.392 0.338
S -2.345 1.739 3.183
C 4.742 -2.183 1.618
H -6.687 -1.480 0.219
H 8.484 -0.487 -2.888
O -4.696 0.982 0.029
O -10.231 -3.938 0.039
H -0.259 1.228 4.159
H -0.589 -0.530 -1.322
H 2.566 -1.271 4.039
C -6.915 -2.545 0.251
O 4.732 0.931 2.733
H -3.962 0.856 0.660
H 5.749 -1.939 1.965
O -2.854 0.899 4.235
C 4.101 -0.952 0.989
H -1.310 4.300 -0.820
H -7.818 -3.032 2.194
B -1.559 3.335 -1.470
H 5.537 2.116 -3.880
O -8.739 -5.405 1.410
*
```


[2]
ORCA calculation (ωB97M-V with the def2-TZVPD basis set) on 8 unconnected molecules or ions with the total composition C18H46O20S3.

Properties
energy: -92862.0194 eV
LUMO level: 0.08 eV

Structure (ORCA input):
```
! RIJCOSX wB97M-V def2-TZVPD def2/J DEFGRID3
* xyz 0 1
C 0.304 -5.466 -1.786
H 1.240 -3.616 4.361
O -0.095 -5.002 0.575
H 0.833 -0.963 -6.854
H -1.047 2.684 -0.229
O 3.669 -0.160 3.332
H 0.721 -4.920 -2.641
O -0.976 -6.012 -2.076
O 2.154 6.986 0.126
H 2.038 0.564 4.453
O 0.489 -1.378 -4.795
H -1.251 0.265 -7.172
H -0.727 -3.830 -0.974
C -0.969 -0.039 -6.166
O -2.589 3.422 -2.194
H -0.380 -0.818 -2.168
H -1.856 -0.386 -5.617
H 1.626 1.007 -2.410
H 2.838 6.121 2.575
H -1.090 0.038 0.014
C 1.048 0.760 -1.522
O 0.117 -2.076 4.345
C 0.041 -1.149 -6.120
C -4.526 -0.333 -2.426
O -3.463 0.650 -2.469
H 5.366 1.125 3.789
H -1.482 -4.599 3.489
H 1.097 -1.372 -1.578
H 0.967 -6.262 -1.429
S 1.440 5.752 0.192
C 0.328 -3.411 3.805
O -3.174 -1.950 -1.141
H -0.913 -6.517 -2.891
O 0.237 5.567 -0.552
O -1.867 -3.059 4.784
H -2.310 4.842 -0.814
C -0.984 -4.096 4.318
C -0.274 -0.690 0.006
O 0.526 0.915 2.056
O 1.884 -1.102 1.446
H 1.859 1.987 0.146
H 1.068 -3.812 -0.715
O -1.768 -1.553 2.767
H 2.838 1.627 3.376
H -5.047 -0.194 -1.472
H -2.733 0.198 -2.025
C 2.369 5.157 2.374
C 1.898 0.975 -0.253
H 4.213 4.930 1.106
C -3.913 -1.719 -2.346
H 3.291 3.390 1.596
H 2.921 0.646 -0.414
H -3.803 3.989 -0.573
H -0.677 -5.752 0.406
H -2.950 2.142 1.630
C 3.042 0.860 4.140
H 0.223 1.483 -1.535
H 0.074 0.889 -4.814
H 3.652 2.088 5.831
O -2.778 1.954 0.706
C 0.162 -4.415 -0.698
H -0.464 -2.013 -6.580
S -1.413 -1.654 4.169
H -4.748 -2.439 -2.357
C -1.998 3.031 0.188
H -3.866 -1.942 -0.468
C -2.755 3.844 -0.854
H -2.959 2.530 -2.261
O 1.119 5.260 1.723
S 1.031 0.008 1.062
H 2.233 4.542 3.255
H -0.849 -4.830 5.106
C 4.043 1.354 5.131
H 4.363 0.507 5.752
H -0.606 -1.644 0.398
O 5.175 1.846 4.407
C 0.354 -0.583 -1.395
H -5.141 -0.160 -3.303
H 0.461 -3.279 2.734
H -1.729 3.716 0.999
H 3.101 -0.415 2.576
O 2.485 4.485 0.100
O -0.471 1.156 -5.564
C 3.269 4.439 1.309
H -3.290 -2.053 -3.178
O -1.717 -0.581 5.051
H 1.441 -1.486 -4.881
*
```


[3]
ORCA calculation (ωB97M-V with the def2-TZVPD basis set) on a molecular structure, C57H73Cl3N7O3SeSi2Ti.

Properties
energy: -218666.1830 eV
LUMO level: 1.55 eV

Structure (ORCA input):
```
! RIJCOSX wB97M-V def2-TZVPD def2/J DEFGRID3
* xyz -1 1
H -6.097 -0.921 0.602
H -2.831 5.127 3.715
H -3.652 1.689 5.287
Cl -0.780 -1.244 2.322
C 0.644 -4.319 -2.573
C 5.776 -8.020 -0.164
H -2.824 4.282 5.273
C 7.934 -11.542 -0.890
Se -2.851 -0.678 -0.232
N 1.759 -1.321 0.994
H 7.391 -11.781 0.027
H -3.076 2.438 -1.720
H 1.435 7.133 -3.630
H 4.762 -3.469 2.176
H -1.550 -1.792 -2.110
H -1.054 7.025 -3.548
H 0.434 -0.377 -4.554
H -5.311 4.455 3.651
C 4.093 -6.332 -0.927
C 0.113 5.219 -5.104
C 4.796 -8.239 -2.334
H -5.863 4.757 -2.827
C -0.689 -2.429 -1.964
H -0.843 4.764 -5.375
H -6.697 2.376 -2.598
H -5.094 3.497 5.118
Cl 1.140 1.614 3.761
C -0.459 3.481 -1.937
C -0.266 2.241 -1.353
H 8.350 -12.452 -1.311
C -0.968 6.060 -3.041
H 4.009 0.523 -5.020
N 3.060 -5.992 -1.658
H 0.878 -5.175 -3.193
C 2.041 -2.492 0.395
C 1.613 1.800 -2.843
Ti -0.278 -0.286 0.210
H -0.887 6.249 -1.970
H -5.751 2.739 3.664
H 0.153 6.218 -5.548
H 3.849 1.421 -1.343
C 4.040 1.580 -2.407
C 2.516 -0.946 2.005
C -4.375 3.144 -0.151
H -3.441 -3.970 -0.761
H 1.954 -0.948 -3.522
H -1.064 -3.648 -3.687
N -2.421 0.778 -3.418
H 4.159 -1.338 3.324
C 6.394 -9.865 -1.569
H -1.610 3.887 4.044
C -2.125 2.350 0.172
C 1.368 3.049 -3.430
H 3.718 -0.959 -3.360
C -3.279 1.724 4.259
H -5.003 1.856 -2.527
C 2.880 1.021 -3.244
H 2.269 -0.011 2.478
N -1.518 -0.877 -5.047
H 7.186 -9.521 0.410
H 3.587 2.228 -4.937
O -1.176 2.310 2.325
C 3.919 -2.872 1.846
H 0.774 0.508 -7.078
H -7.575 4.095 -1.133
C 3.360 -4.465 -0.016
H 0.255 -1.492 -5.909
C 3.597 -1.702 2.475
H -3.089 -2.055 3.187
C -3.597 3.094 3.631
H -4.460 -3.184 3.103
H -1.187 -1.357 -7.951
H -3.405 -1.050 -5.898
H -2.806 -0.712 -8.159
H -4.214 -4.722 0.653
H -1.201 1.165 -8.210
C -6.785 3.908 -0.400
C 1.151 -2.914 -0.689
C -5.518 3.451 -1.121
C -5.852 2.186 -1.928
N 4.324 -5.442 0.085
H -2.351 -2.435 -6.181
C -5.026 3.470 4.029
H -4.875 5.485 -1.545
H -4.741 -1.435 3.113
C -0.097 0.607 -6.425
C 2.596 -4.822 -1.090
C -2.385 -1.344 -6.142
C 0.786 1.433 -1.793
C -3.512 -3.946 0.329
H -1.890 5.501 -3.217
H 2.032 3.391 -4.213
H 4.981 1.087 -2.672
H -5.906 -2.045 -0.747
C -1.389 0.671 -7.256
C -0.139 -0.581 -5.455
H 1.626 6.179 -2.145
C 1.506 6.118 -3.228
H -2.133 1.273 -6.730
C -3.444 3.006 2.109
H -2.526 -4.182 0.738
H 2.358 1.043 -5.374
C -0.413 -3.489 -2.839
H -4.172 4.274 -2.621
C 3.133 -3.285 0.763
C -2.249 2.576 1.538
H 8.745 -10.846 -0.660
C 4.911 -7.538 -1.132
C -2.042 0.014 -4.192
C -5.081 4.559 -2.088
H 0.907 4.619 -5.551
C -5.798 -1.937 0.334
H 5.445 -9.933 -3.482
C -1.951 -0.731 -7.481
N 0.050 -2.163 -0.899
H -6.619 4.832 0.158
H 2.685 -0.721 -1.938
C 6.524 -9.175 -0.369
C -4.072 -2.222 2.754
O 7.065 -11.011 -1.873
H 4.119 -7.864 -3.089
C -3.181 2.658 -0.663
H -7.146 3.147 0.296
Si 0.280 1.697 1.761
H -2.210 1.524 4.270
H 5.874 -7.514 0.790
Cl 1.454 3.308 1.043
H -1.233 4.123 -1.542
H -6.112 1.363 -1.259
C 3.220 1.221 -4.731
H -3.755 0.923 3.691
C 1.456 -4.033 -1.468
C -2.652 4.163 4.198
C 0.368 3.903 -2.978
H -5.430 3.630 1.642
H 0.029 1.529 -5.856
C -4.493 3.293 1.231
N -0.947 1.720 -0.251
C 5.527 -9.386 -2.552
H 5.090 -5.464 0.734
C 2.798 -0.492 -2.994
H -6.478 -2.641 0.827
C 0.250 5.308 -3.578
Si -4.030 -2.226 0.886
H 4.148 2.654 -2.570
O 0.918 0.289 -1.080
H 2.404 5.650 -3.636
*
```


[4]
ORCA calculation (ωB97M-V with the def2-TZVPD basis set) on a gas-phase ion, C4H10N4 (charge +2).

Properties
energy: -10251.5178 eV
LUMO level: -8.33 eV

Structure (ORCA input):
```
! RIJCOSX wB97M-V def2-TZVPD def2/J DEFGRID3
* xyz 2 1
H -2.937 0.018 -0.671
H 2.233 1.575 -0.496
N -2.525 -0.656 -0.076
N -0.363 -0.137 -1.306
H 2.113 -1.303 0.569
C -0.428 0.162 1.113
N 1.337 1.069 -0.476
H -0.837 -0.406 -2.174
C -0.909 -0.247 -0.058
H 2.931 -0.314 1.482
N 1.968 -0.525 1.222
H -2.838 -0.771 0.828
C 0.723 0.564 -1.507
H 1.271 1.319 1.636
H -0.854 0.014 2.108
H 1.082 0.674 -2.558
H -3.036 -1.608 -0.501
C 1.068 0.574 0.866
*
```


[5]
ORCA calculation (ωB97M-V with the def2-TZVPD basis set) on a single C4H8OS molecule.

Properties
energy: -17158.9669 eV
LUMO level: 0.90 eV

Structure (ORCA input):
```
! RIJCOSX wB97M-V def2-TZVPD def2/J DEFGRID3
* xyz 0 1
C -0.475 -0.112 -1.203
H 1.746 -0.391 -1.290
H -1.102 -0.726 2.170
C 0.830 0.028 -1.788
H -1.674 0.611 1.251
O -0.082 -0.934 -2.253
C -0.636 -0.938 0.075
S 0.530 1.018 1.718
H 0.219 -1.622 0.159
H 1.468 0.054 1.720
H -1.232 0.639 -1.495
H -1.524 -1.601 0.012
H 0.997 0.915 -2.424
C -0.840 -0.094 1.322
*
```


[6]
ORCA calculation (ωB97M-V with the def2-TZVPD basis set) on 2 unconnected molecules or ions with the total composition C2H8Cl2Si2.

Properties
energy: -43002.2854 eV
LUMO level (alpha / beta): -0.60 / -0.60 eV

Structure (ORCA input):
```
! RIJCOSX wB97M-V def2-TZVPD def2/J DEFGRID3
* xyz 0 1
H -3.037 -0.444 -0.406
H -2.491 -2.030 -0.787
H 1.542 -1.785 -2.033
H 2.084 1.846 1.614
Cl 0.216 2.570 -0.784
H 0.536 1.715 2.188
H 1.500 0.172 2.265
Si 1.104 0.779 -0.216
Si -0.554 -0.934 -0.174
Cl 2.756 0.632 -1.351
H -2.322 -0.723 -2.005
H -0.453 -1.833 0.964
C 1.387 1.077 1.641
C -2.266 -1.043 -0.916
*
```


[7]
ORCA calculation (ωB97M-V with the def2-TZVPD basis set) on a molecular structure, C30H20GaN4PSe.

Properties
energy: -164392.8500 eV
LUMO level: -7.15 eV

Structure (ORCA input):
```
! RIJCOSX wB97M-V def2-TZVPD def2/J DEFGRID3
* xyz 2 1
H -0.460 6.585 -3.292
H 0.739 1.831 -3.932
H 0.121 4.929 2.618
C -0.743 -3.966 1.942
H 0.825 3.974 0.464
H -4.510 -1.466 -2.844
H 0.998 3.427 -5.794
N 4.293 -1.791 4.486
H 4.171 2.304 1.547
C -1.783 3.935 2.619
Se 4.181 -3.293 5.384
C -2.256 2.552 0.705
C 2.439 1.244 0.857
C 0.466 2.872 -3.800
N 1.648 0.186 0.977
H 0.477 -4.846 3.487
H 4.708 0.564 3.276
C -0.040 3.313 -2.575
H -3.624 2.877 2.319
C 3.036 -0.659 2.735
C 1.929 -0.758 1.892
H -0.736 5.005 -1.429
C 0.323 -4.010 2.817
P -0.363 2.053 -1.325
C -2.642 3.096 1.924
C 3.853 0.472 2.618
Ga -0.114 -0.182 -0.139
H -1.701 -2.783 0.400
C -1.721 1.025 -1.943
C -3.664 0.472 -3.220
C 1.030 -1.890 1.957
C 0.267 5.103 -4.662
C -0.360 4.654 -2.381
C -0.207 5.543 -3.434
C -0.881 -2.870 1.099
C -3.727 -0.763 -2.589
C -1.002 2.859 0.176
C 1.236 -2.948 2.840
C -2.785 -1.127 -1.629
C 3.553 1.426 1.668
C -0.537 4.252 2.090
H 2.173 1.956 0.085
C 2.389 -2.879 3.711
N -0.011 -1.863 1.109
H -1.467 -4.766 1.901
C -0.143 3.710 0.878
C 0.612 3.768 -4.843
H 0.367 5.800 -5.482
H -2.091 4.352 3.569
H -2.940 1.913 0.162
C -2.670 1.385 -2.892
C -1.772 -0.230 -1.343
N 2.719 -3.813 4.568
C 3.274 -1.743 3.665
H -2.861 -2.101 -1.168
H -4.391 0.732 -3.978
H -2.641 2.361 -3.361
*
```


[8]
ORCA calculation (ωB97M-V with the def2-TZVPD basis set) on 2 unconnected molecules or ions with the total composition C10H21ClFNO2PS.

Properties
energy: -51660.0704 eV
LUMO level: 3.02 eV

Structure (ORCA input):
```
! RIJCOSX wB97M-V def2-TZVPD def2/J DEFGRID3
* xyz -1 1
C -2.267 1.185 -1.092
H -3.011 3.111 -0.327
O -0.732 -2.227 -1.570
S 0.078 0.252 2.256
Cl -6.106 2.444 -0.554
H 0.858 2.055 0.774
H 2.244 -2.478 -1.637
H 4.827 -3.353 -1.512
H -4.462 1.596 0.968
H -0.719 -0.509 3.022
C 4.532 -3.284 0.658
H -1.706 1.450 -1.986
C -0.584 3.573 0.899
H 0.244 4.163 1.289
H 5.351 -2.556 0.712
C -4.568 1.596 -0.112
O 3.438 -2.791 1.422
H 4.879 -4.226 1.089
H -4.710 0.570 -0.436
H -3.742 2.539 -1.803
H -2.107 1.447 1.330
H 3.473 -1.365 -1.029
H 1.565 -3.088 0.601
C -0.064 2.299 0.244
C 2.382 -2.361 0.541
C 2.986 -2.327 -0.855
N 0.056 -0.170 -0.667
H 3.549 -4.412 -0.900
H -1.274 3.354 1.710
H -1.957 -0.438 0.647
P -1.205 0.776 0.422
H 2.002 -1.393 0.859
C -3.379 2.216 -0.824
H -2.793 0.257 -1.340
H -1.099 4.173 0.147
F 0.314 2.584 -1.075
C -0.323 -1.222 -1.099
C 4.030 -3.438 -0.773
*
```